Formula: CH4N2O2S
Source: the OMol25 dataset
Level of theory: wB97M-V/def2-TZVPD

Cartesian coordinates (Å):
S -1.04 -1.59 -0.80
O -0.83 1.71 2.43
O -0.88 0.63 0.60
N 1.21 -0.48 0.14
N -0.12 1.07 1.84
C -0.10 -0.20 -0.20
H -0.18 0.66 -1.82
H 1.48 -1.27 -0.37
H -1.39 -0.89 -1.81
H 1.85 0.35 0.00

Summary:
* electronic energy: -19006.2230 eV
* lowest unoccupied orbital energy (alpha / beta): -0.4 / -0.4 eV
* F_max: 3.93 eV Å⁻¹
* frontier orbital gap (alpha / beta): 0.2969 / 0.2968 Ha
* HOMO (alpha / beta): -8.46 / -8.46 eV
* ΔE to the lowest compared entry with this formula, charge and spin: 131.47 kcal/mol
* total charge: 0